Density functional theory data (wB97M-V/def2-TZVPD) for a molecular structure, C31H84N7O8Pd at a distorted geometry.

E_tot in Eh: -2344.038503
Multiplicity: 3
Orbital gap (spin up / spin down) in eV: 8.326 / 6.840
⟨S²⟩: 2.0073
Net charge: +1

Positions of all 131 atoms, in Å:
Pd1 1.3295 3.4907 0.0024
C1 -1.3665 0.3383 -0.7459
C2 0.0028 0.6072 -0.1733
C3 0.9527 -0.5810 -0.2934
O1 0.5764 1.6761 -0.8658
H1 -1.2991 0.2726 -1.8345
H2 -2.0649 1.1344 -0.4730
H3 -1.8002 -0.6028 -0.3902
H4 -0.0996 0.8693 0.8971
H5 1.2351 -0.6940 -1.3386
H6 0.4682 -1.5017 0.0383
H7 1.8657 -0.4031 0.2743
C4 2.6378 -3.6569 -0.2908
C5 4.1007 -3.4621 0.0897
C6 4.4426 -1.9995 0.1028
O2 5.7259 -1.8243 0.6589
C7 6.1305 -0.4822 0.6615
N1 4.3170 -4.0293 1.4142
H8 2.3540 -3.3391 -1.2976
H9 2.0058 -3.0894 0.3980
H10 2.3620 -4.7078 -0.1840
H11 4.7048 -3.9658 -0.6823
H12 3.7010 -1.4623 0.7161
H13 4.4416 -1.6348 -0.9328
H14 7.1778 -0.4547 0.9566
H15 5.5586 0.1012 1.3992
H16 6.0275 -0.0339 -0.3349
H17 5.2568 -3.8012 1.7243
H18 4.2764 -5.0417 1.3952
C8 5.3138 2.3368 -1.6027
C9 3.9590 2.3775 -0.9201
C10 4.0531 2.1687 0.5709
O3 2.7449 2.0981 1.1023
C11 2.6186 1.2583 2.2399
N2 3.2127 3.6658 -1.1658
H19 5.2079 2.3462 -2.6891
H20 5.8479 1.4213 -1.3487
H21 5.9273 3.2067 -1.3417
H22 3.3494 1.5881 -1.3740
H23 4.5655 3.0446 1.0083
H24 4.6552 1.2900 0.8056
H25 3.1530 1.7002 3.0890
H26 3.0374 0.2698 2.0472
H27 1.5608 1.2031 2.4778
H28 3.2872 3.8494 -2.1656
H29 3.8202 4.3834 -0.7551
C12 -2.5834 0.3578 4.8836
C13 -3.6998 0.7205 3.9296
C14 -3.1512 1.4683 2.7233
O4 -2.1632 2.4900 2.9570
C15 -2.6531 3.5403 3.7524
N3 -4.3256 -0.5101 3.4635
H30 -2.0558 1.2475 5.2355
H31 -1.8373 -0.2462 4.3661
H32 -2.9932 -0.1387 5.7587
H33 -4.4722 1.2837 4.4608
H34 -3.9474 1.9010 2.0919
H35 -2.6464 0.7271 2.0946
H36 -3.5619 3.9718 3.3111
H37 -1.8838 4.3075 3.8209
H38 -2.9009 3.1966 4.7574
H39 -4.9813 -0.3197 2.7020
H40 -3.6230 -1.1132 3.0307
C16 -0.6520 -2.3409 1.0002
C17 -1.6665 -3.2862 1.6371
C18 -1.0372 -4.6773 1.8093
O5 -2.0054 -5.6943 1.9233
C19 -2.4445 -6.1967 0.6811
N4 -2.0855 -2.7029 2.9232
H41 -0.3195 -2.7037 0.0308
H42 0.2283 -2.2853 1.6542
H43 -1.0854 -1.3398 1.0137
H44 -2.5257 -3.4497 0.9886
H45 -0.4370 -4.7010 2.7234
H46 -0.3475 -4.8836 0.9735
H47 -3.0507 -7.0799 0.8747
H48 -1.5891 -6.4578 0.0535
H49 -3.1060 -5.4867 0.1671
H50 -1.3166 -2.6866 3.5846
H51 -2.8034 -3.3050 3.3197
C20 -5.0231 -3.0106 0.1096
C21 -4.8066 -1.5293 -0.0907
C22 -4.8500 -1.0913 -1.5508
O6 -4.1656 -2.0172 -2.3558
C23 -4.0421 -1.5732 -3.6968
N5 -5.7908 -0.7897 0.7426
H52 -4.3815 -3.5796 -0.5643
H53 -6.0471 -3.2967 -0.1578
H54 -4.8246 -3.3040 1.1379
H55 -3.8235 -1.2737 0.3352
H56 -4.4191 -0.0843 -1.6527
H57 -5.9108 -1.0543 -1.8621
H58 -3.4593 -2.3136 -4.2382
H59 -3.5153 -0.6108 -3.7504
H60 -5.0247 -1.4678 -4.1716
H61 -6.6888 -1.2427 0.5832
H62 -5.9011 0.1677 0.4151
C24 -2.8627 5.0036 0.4377
C25 -1.4999 4.6059 -0.1460
C26 -0.7539 5.7979 -0.6881
O7 0.5178 5.3269 -1.1760
C27 1.1838 6.3135 -1.9553
N6 -0.6739 3.8776 0.8497
H63 -2.7439 5.6686 1.3012
H64 -3.3931 4.1197 0.7918
H65 -3.4839 5.5168 -0.2958
H66 -1.7296 3.8900 -0.9411
H67 -0.5448 6.5444 0.0842
H68 -1.3011 6.1771 -1.5515
H69 1.5260 7.1340 -1.3117
H70 0.5078 6.7219 -2.7062
H71 2.0526 5.8605 -2.4178
H72 -1.2210 3.1658 1.3361
H73 -0.4562 4.5641 1.5777
C28 1.3874 -0.6498 -5.3492
C29 1.6991 -0.4286 -3.8890
C30 3.1071 -0.8763 -3.5611
O8 3.3025 -2.2546 -3.4296
C31 2.7049 -2.7049 -2.2559
N7 1.6093 1.0089 -3.5575
H74 1.6901 -1.6500 -5.6671
H75 1.9557 0.0622 -5.9546
H76 0.3241 -0.5568 -5.5739
H77 0.9580 -0.9937 -3.3057
H78 3.4591 -0.3636 -2.6454
H79 3.7883 -0.5251 -4.3435
H80 3.0456 -3.7166 -2.0546
H81 1.6146 -2.6551 -2.2906
H82 3.0586 -2.0310 -1.4620
H83 0.8582 1.4484 -4.0764
H84 1.3756 1.1325 -2.5719

Atomic partial charges in e from the Mulliken method, atoms 1 to 99:
1 Pd 0.34
2 C -1.42
3 C 2.01
4 C 1.51
5 O -0.42
6 H 0.54
7 H 0.17
8 H 0.31
9 H -0.51
10 H -0.40
11 H -0.99
12 H -0.94
13 C -1.37
14 C 0.64
15 C -0.31
16 O -0.44
17 C -0.42
18 N -0.70
19 H 0.11
20 H -0.53
21 H 0.77
22 H 0.27
23 H -0.17
24 H 0.99
25 H 0.37
26 H 0.26
27 H -0.09
28 H 0.28
29 H 0.28
30 C -1.56
31 C 2.41
32 C 0.70
33 O 0.23
34 C -0.81
35 N -0.34
36 H 0.40
37 H 0.35
38 H 0.45
39 H -1.75
40 H 0.37
41 H -1.17
42 H 0.37
43 H 0.22
44 H 0.02
45 H 0.27
46 H 0.29
47 C -1.26
48 C 0.36
49 C 0.51
50 O -0.26
51 C -1.10
52 N -0.68
53 H 0.39
54 H 0.10
55 H 0.38
56 H 0.40
57 H 0.31
58 H -0.73
59 H 0.36
60 H 0.24
61 H 0.45
62 H 0.30
63 H 0.11
64 C -0.33
65 C 1.58
66 C -0.63
67 O -0.44
68 C -0.43
69 N -0.46
70 H 1.02
71 H 0.44
72 H -1.39
73 H -1.05
74 H 0.36
75 H 0.27
76 H 0.28
77 H 0.30
78 H 0.04
79 H 0.35
80 H 0.28
81 C -1.70
82 C 2.74
83 C -1.04
84 O -0.33
85 C -0.82
86 N -0.69
87 H 0.14
88 H 0.57
89 H 0.48
90 H -1.62
91 H 0.37
92 H 0.47
93 H 0.26
94 H 0.30
95 H 0.32
96 H 0.28
97 H 0.24
98 C -1.38
99 C 0.81

=====

Density functional theory data (wB97M-V/def2-TZVPD) for 10 unconnected molecules or ions with the total composition C33H62FN3O18 at a distorted geometry.

E_tot in Eh: -2912.383121
Multiplicity: 2
Orbital gap (spin up / spin down) in eV: 7.293 / 3.154
⟨S²⟩: 0.7700
Net charge: +1

Positions of all 117 atoms, in Å:
C1 1.3692 -1.4294 -4.7717
N1 1.0500 -2.5259 -5.7537
O1 1.8237 -3.3515 -6.0901
O2 -0.0063 -2.4754 -6.3912
H1 0.8740 -0.4629 -4.8650
H2 2.4479 -1.2993 -4.8582
H3 1.2541 -1.8962 -3.7935
C2 1.3811 -6.3736 -4.7455
N2 0.5522 -5.3951 -3.9817
O3 1.0945 -4.9084 -3.0394
O4 -0.6116 -5.2008 -4.4005
H4 0.7965 -7.2925 -4.7895
H5 2.2211 -6.5883 -4.0849
H6 1.7525 -6.0023 -5.7007
C3 7.1199 0.5487 -0.3324
N3 6.0682 0.7707 0.6698
O5 5.1469 1.4382 0.3579
O6 6.2160 0.2795 1.7824
H7 6.7028 0.6453 -1.3348
H8 7.4204 -0.4673 -0.0764
H9 7.9587 1.2250 -0.1682
O7 3.1421 -0.0278 -1.9224
C4 2.2374 0.4172 -1.2022
O8 1.5263 -0.4324 -0.4383
C5 1.4700 -1.8532 -0.6224
C6 0.0583 -2.4104 -0.7844
C7 2.0942 1.8017 -0.7974
H10 1.7330 -2.2337 0.3646
H11 2.1971 -2.1405 -1.3820
H12 -0.5162 -2.2047 0.1188
H13 0.0980 -3.4887 -0.9386
H14 -0.5504 -1.9794 -1.5793
H15 2.1132 1.9165 0.2864
H16 1.3040 2.4317 -1.2059
H17 3.0844 2.1943 -1.0285
O9 -5.6448 -1.4898 2.5312
C8 -4.9120 -0.8045 1.7953
O10 -4.8935 0.5863 1.7855
C9 -5.8400 1.3719 2.4871
C10 -5.7516 2.8096 2.1086
C11 -4.0030 -1.4870 0.8498
H18 -5.8922 1.2999 3.5734
H19 -6.8610 1.2456 2.1270
H20 -4.8224 3.2071 2.5168
H21 -6.6306 3.4461 2.2102
H22 -5.8141 2.8042 1.0204
H23 -2.9876 -1.5144 1.2452
H24 -3.9616 -1.0259 -0.1369
H25 -4.2854 -2.5276 0.6902
O11 -0.7874 -9.4405 0.7644
C12 -0.7230 -9.0439 -0.4404
O12 -1.2060 -7.9242 -1.0047
C13 -2.0198 -7.0549 -0.2607
C14 -2.5144 -5.9455 -1.1885
C15 -0.0775 -9.9246 -1.4047
H26 -1.2954 -6.7070 0.4757
H27 -2.8619 -7.6237 0.1335
H28 -2.8910 -6.4463 -2.0803
H29 -1.6781 -5.2505 -1.2640
H30 -3.3656 -5.3951 -0.7877
H31 -0.7711 -10.4272 -2.0788
H32 0.4899 -10.6877 -0.8719
H33 0.6221 -9.4927 -2.1203
O13 -0.0164 7.4075 -1.2355
C16 1.1886 7.2746 -1.4706
O14 1.9857 8.1355 -2.1184
C17 1.4382 9.3202 -2.6230
C18 1.5833 10.3173 -1.4983
C19 1.8950 5.9831 -1.1355
H34 0.3874 9.2225 -2.8959
H35 1.9589 9.5603 -3.5500
H36 0.8498 9.9854 -0.7635
H37 1.4292 11.3632 -1.7638
H38 2.5581 10.1809 -1.0299
H39 2.7652 5.9488 -1.7911
H40 1.2189 5.1340 -1.2348
H41 2.1178 6.1223 -0.0776
O15 -0.8696 3.5600 -0.7422
C20 -1.8708 2.9295 -1.0349
O16 -2.9512 3.4017 -1.6625
C21 -2.9008 4.7128 -2.1929
C22 -4.3440 5.0684 -2.3646
C23 -1.8323 1.4288 -1.0579
H42 -2.3602 4.7739 -3.1375
H43 -2.4739 5.4799 -1.5468
H44 -4.9310 4.9111 -1.4597
H45 -4.8168 4.5502 -3.1988
H46 -4.5209 6.1050 -2.6517
H47 -2.6681 1.0283 -1.6317
H48 -2.0323 1.0467 -0.0568
H49 -0.8630 1.1110 -1.4422
O17 1.6746 -0.8970 7.0601
C24 2.4098 -1.7694 6.5532
O18 2.7916 -1.8820 5.2822
C25 2.2803 -0.9636 4.3129
C26 3.2012 -0.9366 3.1039
C27 2.9731 -2.7931 7.5223
H50 2.0962 0.0427 4.6894
H51 1.2612 -1.2773 4.0867
H52 4.1735 -0.7592 3.5635
H53 3.0775 -0.1257 2.3861
H54 3.3999 -1.8187 2.4951
H55 3.7117 -3.3939 6.9916
H56 2.1717 -3.3639 7.9914
H57 3.4680 -2.2326 8.3155
F1 -1.0230 -1.1565 2.6814
C28 -0.9879 0.2096 2.8883
C29 -2.0501 0.7365 3.6717
C30 -2.0079 2.1333 3.9713
C31 -0.9455 2.9219 3.4326
C32 0.0133 2.3141 2.5751
C33 0.0341 0.9439 2.4175
H58 -2.7892 0.0936 4.1262
H59 -2.7529 2.5300 4.6451
H60 -0.8302 3.9891 3.5518
H61 0.6728 3.0352 2.1153
H62 0.8067 0.5702 1.7619

Atomic partial charges in e from the Mulliken method, atoms 1 to 99:
1 C -0.72
2 N 1.02
3 O -0.55
4 O -0.57
5 H 0.28
6 H 0.36
7 H 0.16
8 C -0.81
9 N 0.95
10 O -0.51
11 O -0.52
12 H 0.31
13 H 0.33
14 H 0.27
15 C -0.78
16 N 0.87
17 O -0.47
18 O -0.54
19 H 0.31
20 H 0.32
21 H 0.29
22 O -0.63
23 C 0.77
24 O 0.06
25 C -0.59
26 C -0.93
27 C -0.97
28 H 0.16
29 H 0.55
30 H 0.26
31 H 0.18
32 H 0.35
33 H 0.06
34 H 0.24
35 H 0.48
36 O -0.58
37 C 0.43
38 O -0.15
39 C -0.20
40 C -1.16
41 C -0.26
42 H 0.30
43 H 0.33
44 H 0.21
45 H 0.42
46 H 0.28
47 H -0.17
48 H 0.24
49 H 0.35
50 O -0.58
51 C 0.69
52 O -0.21
53 C -0.34
54 C -0.64
55 C -1.01
56 H 0.31
57 H 0.34
58 H 0.29
59 H -0.07
60 H 0.35
61 H 0.27
62 H 0.34
63 H 0.28
64 O -0.60
65 C 0.54
66 O -0.35
67 C -0.18
68 C -1.07
69 C -0.38
70 H 0.28
71 H 0.33
72 H 0.27
73 H 0.37
74 H 0.29
75 H 0.34
76 H -0.04
77 H 0.24
78 O -0.55
79 C 0.36
80 O -0.22
81 C -0.06
82 C -1.32
83 C 0.10
84 H 0.29
85 H 0.26
86 H 0.26
87 H 0.32
88 H 0.43
89 H 0.41
90 H -0.20
91 H -0.10
92 O -0.59
93 C 0.71
94 O -0.32
95 C -0.08
96 C -1.02
97 C -0.92
98 H 0.38
99 H 0.09

=====

Density functional theory data (wB97M-V/def2-TZVPD) for a molecular structure, C29H27N5NiO2S.

E_tot in Eh: -3452.134698
Multiplicity: 3
Orbital gap (spin up / spin down) in eV: 7.583 / 7.477
⟨S²⟩: 2.0052
Net charge: 0
Energy above the lowest of the compared OMol25 structures with the same formula, charge and spin in eV: 0.025

Positions of all 65 atoms, in Å:
Ni1 0.0233 0.1630 0.5250
O1 0.0931 -1.4620 -0.6170
C1 0.9955 -2.3887 -0.5350
C2 1.1779 -3.2633 -1.6379
C3 2.1106 -4.2709 -1.6266
C4 2.9297 -4.4844 -0.5088
C5 2.7667 -3.6651 0.5825
C6 1.8301 -2.6160 0.6023
C7 1.7745 -1.8204 1.8105
N1 1.0979 -0.7547 1.9649
C8 1.1937 0.0270 3.1916
C9 -0.0825 0.8495 3.3566
N2 -0.4757 1.3686 2.0524
C10 -1.0736 2.4915 1.9430
C11 -1.6200 3.0360 0.7246
C12 -2.2246 4.3054 0.8129
C13 -2.8409 4.9003 -0.2568
C14 -2.8642 4.2076 -1.4789
C15 -2.2858 2.9708 -1.6033
C16 -1.6332 2.3257 -0.5160
O2 -1.1365 1.1504 -0.7059
H1 0.5471 -3.0946 -2.5022
H2 2.2128 -4.9093 -2.4966
H3 3.6575 -5.2840 -0.4978
H4 3.3760 -3.8209 1.4672
H5 2.3932 -2.1824 2.6392
H6 2.0508 0.7008 3.0949
H7 1.3484 -0.6122 4.0638
H8 0.0652 1.6535 4.0832
H9 -0.8820 0.1972 3.7173
H10 -1.2250 3.0964 2.8439
H11 -2.2014 4.8144 1.7718
H12 -3.2985 5.8753 -0.1637
H13 -3.3459 4.6568 -2.3397
H14 -2.3015 2.4375 -2.5462
C17 -3.0861 -1.0527 -1.5595
C18 -3.2437 -0.7379 -0.1118
C19 -4.0333 0.2406 0.4056
C20 -3.9815 0.4556 1.7997
N3 -3.2830 -0.2986 2.6238
C21 -2.5651 -1.3423 2.1310
S1 -1.7225 -2.4247 3.0791
N4 -2.5205 -1.4832 0.7574
C22 -4.7367 1.6059 2.3910
H15 -3.7174 -0.4039 -2.1615
H16 -3.3523 -2.0937 -1.7529
H17 -2.0410 -0.8987 -1.8338
H18 -4.6177 0.8796 -0.2400
H19 -1.8909 -2.1911 0.3984
H20 -5.8002 1.5192 2.1608
H21 -4.3821 2.5413 1.9514
H22 -4.5999 1.6272 3.4691
N5 1.8887 0.9265 -0.3264
C23 2.7035 0.5884 -1.0592
C24 3.7048 0.1465 -1.9855
C25 4.2384 -1.1345 -1.8451
C26 5.1878 -1.5711 -2.7529
C27 5.6003 -0.7398 -3.7854
C28 5.0659 0.5357 -3.9192
C29 4.1148 0.9855 -3.0208
H23 3.9009 -1.7774 -1.0418
H24 5.6012 -2.5659 -2.6534
H25 6.3422 -1.0876 -4.4927
H26 5.3890 1.1788 -4.7267
H27 3.6836 1.9733 -3.1140

Need the natural (NBO) charges? In units of e they are:
1 Ni 1.49
2 O -0.85
3 C 0.41
4 C -0.29
5 C -0.17
6 C -0.30
7 C -0.14
8 C -0.26
9 C 0.21
10 N -0.55
11 C -0.24
12 C -0.25
13 N -0.58
14 C 0.19
15 C -0.27
16 C -0.14
17 C -0.30
18 C -0.18
19 C -0.26
20 C 0.41
21 O -0.82
22 H 0.22
23 H 0.21
24 H 0.21
25 H 0.21
26 H 0.16
27 H 0.20
28 H 0.21
29 H 0.19
30 H 0.24
31 H 0.17
32 H 0.20
33 H 0.21
34 H 0.21
35 H 0.21
36 C -0.67
37 C 0.35
38 C -0.38
39 C 0.33
40 N -0.52
41 C 0.25
42 S -0.26
43 N -0.57
44 C -0.66
45 H 0.23
46 H 0.23
47 H 0.28
48 H 0.23
49 H 0.45
50 H 0.23
51 H 0.24
52 H 0.24
53 N -0.42
54 C 0.39
55 C -0.13
56 C -0.17
57 C -0.20
58 C -0.18
59 C -0.21
60 C -0.17
61 H 0.25
62 H 0.22
63 H 0.22
64 H 0.22
65 H 0.23

=====

- The highest E_tot belongs to which entry?
  C31H84N7O8Pd

=====

- What is the net charge in the second record?
  +1

=====

- E_tot of number 2 (C33H62FN3O18)?
  -2912.383121 Eh

=====

- Look up the ⟨S²⟩ of the second one.
  0.7700